[1]
{
  "formula": "C21H43LaN2P3S",
  "method": "ωB97M-V/def2-TZVPD",
  "homo_energy_ev": [-15.369, -15.372],
  "charge": 3,
  "de_lowest_kcal_mol": 79.0,
  "total_energy_ha": -2388.212485,
  "species": ["La", "P", "P", "P", "H", "C", "C", "H", "C", "C", "C", "C", "C", "C", "C", "C", "C", "H", "H", "H", "H", "H", "H", "H", "H", "H", "H", "H", "H", "H", "H", "H", "H", "H", "H", "H", "H", "H", "H", "H", "H", "H", "H", "H", "H", "H", "C", "C", "C", "C", "C", "C", "S", "H", "H", "H", "H", "H", "H", "C", "N", "C", "C", "N", "C", "H", "H", "H", "H", "H", "H"],
  "coordinates": [[-0.12744, 0.16114, 0.60157], [1.77559, 1.88050, 1.66012], [-1.73859, 0.97060, 2.71584], [-1.32272, 2.46829, -0.64874], [0.47604, -4.92159, -7.37927], [0.67302, -3.92406, -7.77104], [1.93055, -3.44669, -7.87163], [2.78973, -4.04227, -7.56230], [3.00024, 0.69442, 2.33872], [1.41330, 3.00427, 3.03912], [2.71680, 2.85856, 0.45180], [-3.31237, 0.06582, 2.42268], [-1.13677, 0.30607, 4.29742], [-2.18718, 2.68647, 3.08876], [-0.83721, 2.60178, -2.41105], [-1.28296, 4.21154, -0.12332], [-3.12607, 2.09232, -0.73397], [-0.18115, -3.34838, -8.12555], [2.13337, -2.46953, -8.30991], [3.09305, -0.19542, 1.68563], [2.68225, 0.35439, 3.34253], [3.95833, 1.23772, 2.38206], [0.87337, 2.46402, 3.84310], [0.78633, 3.83434, 2.65756], [2.40725, 3.35326, 3.37466], [3.21126, 2.18225, -0.27390], [3.44682, 3.42846, 1.05823], [2.02435, 3.52933, -0.09595], [-3.93818, 0.25844, 3.31439], [-3.08921, -1.01519, 2.30617], [-3.78708, 0.42735, 1.48914], [-1.84976, 0.69696, 5.05395], [-0.10190, 0.66674, 4.49524], [-1.12317, -0.80575, 4.27188], [-2.74605, 2.61673, 4.04388], [-2.80592, 3.11097, 2.27070], [-1.26020, 3.28762, 3.20709], [-1.41784, 3.43119, -2.85384], [-1.02168, 1.64777, -2.94403], [0.25569, 2.79299, -2.47295], [-2.13032, 4.70488, -0.64809], [-0.30454, 4.64448, -0.42621], [-1.39658, 4.27527, 0.97896], [-3.54174, 2.70200, -1.55291], [-3.60412, 2.32817, 0.23264], [-3.28179, 1.02026, -0.94596], [0.38175, -0.80819, -2.58619], [-1.00607, -1.14664, -2.60741], [-1.45701, -2.10648, -3.51627], [-0.55363, -2.71645, -4.39154], [0.80691, -2.38482, -4.37197], [1.27210, -1.44522, -3.47236], [1.27471, 0.37314, -1.73300], [-1.79995, -0.39603, 0.02234], [-1.73117, -0.66444, -1.93349], [-2.51740, -2.37467, -3.54574], [-0.89455, -3.45436, -5.11136], [1.53084, -2.83582, -5.04774], [2.32065, -1.13813, -3.41037], [1.85058, -3.80952, 4.29966], [1.37153, -3.16193, 3.09618], [1.10800, -3.76854, 1.83876], [0.66321, -2.81816, 1.02877], [0.63958, -1.61830, 1.74593], [1.06768, -1.85895, 3.00149], [1.13690, -4.58216, 4.58873], [2.81766, -4.27085, 4.09253], [1.94541, -3.06841, 5.08435], [1.27280, -4.81312, 1.69186], [0.33837, -2.82345, -0.01618], [1.16634, -1.13696, 3.77978]],
  "mulliken_charge": [0.93, 0.82, 0.62, 0.74, 0.29, -0.59, -0.52, 0.30, -1.28, -1.28, -1.17, -1.21, -1.24, -1.20, -1.37, -1.19, -1.24, 0.27, 0.27, 0.29, 0.29, 0.57, 0.34, 0.32, 0.55, 0.42, 0.49, 0.29, 0.50, 0.37, 0.27, 0.54, 0.27, 0.38, 0.57, 0.35, 0.20, 0.51, 0.32, 0.35, 0.46, 0.42, 0.23, 0.54, 0.33, 0.25, 1.39, 0.34, -0.87, -0.41, -0.64, -1.01, -0.36, -0.03, -0.06, 0.46, 0.47, 0.39, 0.47, -0.85, 0.06, -0.91, -0.13, 0.16, -0.22, 0.36, 0.36, 0.31, 0.47, 0.45, 0.44]
}


[2]
{
  "formula": "C21H43LuN2P3S",
  "method": "ωB97M-V/def2-TZVPD",
  "homo_energy_ev": [-16.348, -16.085],
  "charge": 3,
  "de_lowest_kcal_mol": 0.0,
  "total_energy_ha": -3592.250712,
  "species": ["Lu", "P", "P", "P", "H", "C", "C", "H", "C", "C", "C", "C", "C", "C", "C", "C", "C", "H", "H", "H", "H", "H", "H", "H", "H", "H", "H", "H", "H", "H", "H", "H", "H", "H", "H", "H", "H", "H", "H", "H", "H", "H", "H", "H", "H", "H", "C", "C", "C", "C", "C", "C", "S", "H", "H", "H", "H", "H", "H", "C", "N", "C", "C", "N", "C", "H", "H", "H", "H", "H", "H"],
  "coordinates": [[0.35038, 0.93257, -1.37116], [-0.62821, 0.20614, 1.07744], [1.67479, 3.08356, -0.33525], [1.29914, -4.26197, -0.23873], [2.56726, -0.13654, -0.58077], [2.40005, 0.30149, -1.58310], [1.63473, -0.37732, -2.54265], [1.49451, 0.06312, -3.53654], [0.60258, -0.34177, 2.32059], [-1.43647, 1.63363, 1.90210], [-1.94434, -1.05176, 1.20056], [2.97949, 3.96525, -1.25565], [0.32105, 4.31484, -0.25468], [2.35896, 3.04963, 1.36452], [1.90675, -5.45016, -1.45256], [-0.07966, -3.37897, -0.99272], [0.72793, -5.15349, 1.21904], [3.22467, 0.96471, -1.84601], [1.58107, -1.47600, -2.49426], [0.14903, -0.41786, 3.31924], [1.44152, 0.36572, 2.37056], [1.01375, -1.31938, 2.03639], [-2.01588, 1.27727, 2.76414], [-2.12793, 2.12530, 1.20356], [-0.70282, 2.37843, 2.23616], [-2.62920, -0.80702, 2.02109], [-1.53104, -2.05272, 1.36656], [-2.51889, -1.06917, 0.26450], [2.64176, 4.98652, -1.46492], [3.16774, 3.43612, -2.20075], [3.91081, 3.99155, -0.67211], [-0.06948, 4.38796, 0.76654], [-0.50399, 4.03225, -0.92786], [0.72639, 5.27994, -0.57813], [2.80040, 4.02974, 1.59121], [3.14691, 2.28270, 1.43408], [1.57226, 2.82048, 2.09697], [1.52731, -6.45191, -1.21448], [3.00591, -5.45399, -1.42548], [1.57905, -5.16081, -2.46109], [-0.60801, -4.05088, -1.68780], [0.29420, -2.51602, -1.55691], [-0.79192, -3.02839, -0.23043], [0.73866, -6.23503, 1.01991], [-0.28764, -4.84077, 1.49796], [1.40625, -4.93644, 2.05665], [4.63399, -1.08948, 0.87424], [4.45733, -1.04002, 2.27916], [5.02696, 0.00327, 3.00905], [5.78580, 1.00475, 2.39511], [5.99843, 0.94779, 1.00527], [5.42906, -0.08343, 0.25612], [3.94871, -2.37306, -0.02794], [2.60173, -3.26000, 0.17374], [3.87643, -1.83369, 2.74679], [4.88278, 0.03116, 4.09289], [6.22030, 1.81897, 2.97776], [6.60043, 1.70709, 0.51119], [5.59250, -0.11749, -0.82237], [-4.75039, 1.11420, -3.25710], [-3.30442, 1.12675, -3.39173], [-2.59501, 1.16810, -4.59979], [-1.28575, 1.18469, -4.28604], [-1.16828, 1.16264, -2.89333], [-2.42820, 1.11101, -2.38834], [-5.19212, 1.99752, -3.73726], [-5.17876, 0.22494, -3.73785], [-5.01599, 1.11171, -2.19796], [-3.10468, 1.19484, -5.55556], [-0.40256, 1.20844, -4.92555], [-2.70006, 1.07897, -1.32871]],
  "mulliken_charge": [1.33, 0.70, 0.85, 0.93, -0.15, 0.14, -1.24, 0.37, -0.98, -1.25, -1.26, -1.38, -1.32, -0.93, -1.22, -0.46, -1.24, 0.43, 0.26, 0.53, 0.18, 0.18, 0.52, 0.37, 0.26, 0.50, 0.30, 0.42, 0.46, 0.35, 0.40, 0.35, 0.37, 0.45, 0.52, -0.02, 0.30, 0.41, 0.39, 0.42, 0.49, -0.24, -0.03, 0.41, 0.38, 0.38, 0.48, -0.40, -0.51, -0.55, -0.57, -0.38, -0.12, -0.09, 0.54, 0.42, 0.46, 0.47, 0.51, -0.84, 0.10, -0.50, -0.40, -0.24, -0.11, 0.35, 0.36, 0.30, 0.46, 0.44, 0.21]
}


[3]
{
  "formula": "C21H43N2P3PdSe",
  "method": "ωB97M-V/def2-TZVPD",
  "homo_energy_ev": [-18.421, -18.420],
  "s2": 6.037,
  "charge": 4,
  "de_lowest_kcal_mol": 0.0,
  "total_energy_ha": -4487.284341,
  "multiplicity": 5,
  "species": ["Pd", "P", "P", "P", "H", "C", "C", "H", "C", "C", "C", "C", "C", "C", "C", "C", "C", "H", "H", "H", "H", "H", "H", "H", "H", "H", "H", "H", "H", "H", "H", "H", "H", "H", "H", "H", "H", "H", "H", "H", "H", "H", "H", "H", "H", "H", "C", "C", "C", "C", "C", "C", "Se", "H", "H", "H", "H", "H", "H", "C", "C", "N", "C", "C", "N", "H", "H", "H", "H", "H", "H"],
  "coordinates": [[0.89897, 0.14660, 0.62668], [-2.48020, -2.39623, 1.00654], [2.28664, -0.30667, 2.47588], [1.80522, -1.36124, -0.87260], [-3.18355, 3.34567, -4.96910], [-3.08237, 2.30062, -5.27351], [-3.30345, 1.26366, -4.43910], [-3.68308, 1.41712, -3.39791], [-3.98133, -1.89942, 1.86179], [-1.14705, -2.92145, 2.12337], [-2.75276, -3.61073, -0.29132], [3.63527, 0.92561, 2.60383], [1.52818, -0.20848, 4.12700], [3.19709, -1.88923, 2.54043], [1.12835, -1.40339, -2.56630], [1.76589, -3.12538, -0.37719], [3.56548, -0.92450, -1.09232], [-2.82829, 2.18007, -6.34324], [-3.12830, 0.21539, -4.73917], [-4.26053, -0.88430, 1.54419], [-3.84257, -1.91125, 2.95241], [-4.79737, -2.58156, 1.58964], [-0.91049, -2.17178, 2.89182], [-0.21283, -3.11245, 1.57091], [-1.45082, -3.83824, 2.65464], [-3.42799, -3.16459, -1.03579], [-3.20712, -4.51816, 0.12536], [-1.79369, -3.84913, -0.77584], [4.28501, 0.67767, 3.45445], [3.20493, 1.92218, 2.75282], [4.22471, 0.94747, 1.68015], [2.31084, -0.26037, 4.89606], [0.83173, -1.04245, 4.26813], [0.97861, 0.73264, 4.22974], [3.85685, -1.89502, 3.41813], [3.80939, -2.04456, 1.64781], [2.49097, -2.72025, 2.62505], [1.76920, -2.01110, -3.22427], [1.07166, -0.38508, -2.97157], [0.12044, -1.84390, -2.54448], [2.32825, -3.74067, -1.09405], [0.72602, -3.48206, -0.36423], [2.20803, -3.27311, 0.61444], [4.03171, -1.61442, -1.80754], [4.10566, -0.97169, -0.13724], [3.61222, 0.10031, -1.48429], [1.35708, 2.35001, -1.78128], [0.07958, 1.84251, -2.04317], [-0.50930, 2.08595, -3.26605], [0.17139, 2.74824, -4.28673], [1.49919, 3.16886, -4.06852], [2.09843, 2.95005, -2.83036], [1.99662, 2.35746, -0.03941], [-2.04964, -1.27664, 0.25553], [-0.46723, 1.30314, -1.26990], [-1.52747, 1.75864, -3.41372], [-0.33044, 2.92890, -5.23945], [2.05341, 3.66742, -4.86619], [3.12172, 3.25843, -2.62044], [-1.39691, 3.31739, 0.60328], [-1.41413, 2.28631, 1.66468], [-0.88410, 1.05463, 1.73278], [-1.36671, 0.47912, 2.89432], [-2.11033, 1.39736, 3.57679], [-2.13343, 2.52770, 2.79108], [-2.00325, 4.18863, 0.90708], [-0.36427, 3.65313, 0.42865], [-1.81907, 2.91691, -0.32927], [-1.15750, -0.53925, 3.16574], [-2.58277, 1.33300, 4.54002], [-2.56447, 3.42993, 3.01437]],
  "mulliken_charge": [-0.02, 1.03, 1.14, 1.00, 0.34, -0.69, -0.27, 0.25, -1.18, -0.44, -1.05, -1.54, -1.19, -1.35, -0.97, -1.02, -1.21, 0.30, 0.27, 0.41, 0.41, 0.41, 0.22, -0.02, 0.52, 0.42, 0.43, 0.33, 0.51, 0.39, 0.36, 0.52, 0.33, 0.36, 0.52, 0.39, 0.37, 0.51, 0.22, 0.32, 0.51, 0.09, 0.25, 0.51, 0.22, 0.26, 0.47, -0.26, -0.37, -0.18, -0.83, -0.50, 0.07, -0.19, 0.51, -0.20, 0.47, 0.44, 0.55, -1.06, 0.13, 1.28, -1.10, -0.97, -0.02, 0.51, 0.17, 0.23, 0.87, 0.49, 0.30]
}